A.
14
Properties=species:S:1:pos:R:3 method="wB97M-V/def2-TZVPD" e_homo_ev=-4.77 charge=-1 gap_ev=8.99 smiles="C[C@H](O)[P@@](N)(=O)[O-]"
C -1.0304 -0.3466 0.7012
C 0.0970 -0.6657 -0.3571
O 0.3235 -2.0192 -0.3897
P 1.7994 -0.0384 0.1204
N 1.7448 1.6678 -0.2234
O 2.0722 -0.2563 1.5691
O 2.7668 -0.6651 -0.8054
H -0.8481 -0.7699 1.6107
H -1.2494 0.7577 0.6616
H -1.8393 -0.9739 0.3220
H -0.1209 -0.3350 -1.3844
H 0.9708 -2.0985 0.3215
H 2.6611 1.7933 0.1824
H 1.9860 1.5791 -1.3029

B.
14
Properties=species:S:1:pos:R:3 method="wB97M-V/def2-TZVPD" e_homo_ev=-4.86 charge=-1 gap_ev=8.83
C 2.4415 -1.4158 -0.4907
C 1.7938 -0.3313 1.3010
N -2.6528 2.2526 -0.2790
O 2.0973 -0.2925 -1.1975
O 0.0659 1.0441 -0.4929
O 2.2947 2.0331 0.0478
P 1.4475 0.8264 -0.0490
H 1.8324 -2.2466 -0.4744
H 3.5242 -1.7709 -0.5394
H 2.5187 0.0668 1.8932
H 0.9160 -0.6437 1.7639
H -1.6488 1.9360 -0.4449
H -3.3402 2.2836 -1.0613
H -3.0007 1.7377 0.4183

Quick one: most stable of them? A

A.
87
Properties=species:S:1:pos:R:3 method="wB97M-V/def2-TZVPD" e_homo_ev=-2.97 charge=-2 gap_ev=6.40
Cs -0.8450 -1.0882 0.7214
C -2.3530 -2.5913 4.3988
C -3.1424 -1.9043 3.3152
C -3.6031 -2.6237 2.2177
C -4.2590 -1.9946 1.1686
C -4.5710 -2.7660 -0.0868
C -4.5125 -0.6289 1.2623
C -4.0656 0.1185 2.3486
C -4.2436 1.6117 2.3974
C -3.3658 -0.5329 3.3618
H -1.5584 -3.2001 3.9638
H -2.9904 -3.2520 4.9923
H -1.8918 -1.8628 5.0643
H -3.3695 -3.6802 2.1314
H -3.6539 -2.9045 -0.6692
H -5.3073 -2.2489 -0.7032
H -4.9480 -3.7632 0.1453
H -5.0214 -0.1249 0.4463
H -4.5848 1.9383 3.3811
H -4.9623 1.9510 1.6510
H -3.2883 2.0986 2.1910
H -2.9428 0.0420 4.1790
O 5.3548 -4.3808 -3.1504
C 4.1355 -4.6369 -3.2517
O 3.5568 -5.4781 -3.9648
C 3.2119 -3.7818 -2.3413
C 3.7681 -2.8817 -1.4383
C 2.9226 -2.1373 -0.6347
N 1.5947 -2.2422 -0.6580
C 1.0444 -3.1279 -1.5024
C 1.8275 -3.8854 -2.3713
C -0.4908 -3.3579 -1.4735
O -1.1040 -3.2734 -2.5539
O -0.9916 -3.5682 -0.3400
H 4.8442 -2.7869 -1.3878
H 3.3301 -1.4240 0.0803
H 1.3737 -4.5790 -3.0662
C 5.3853 3.3105 -0.4181
C 3.9888 3.1307 0.1151
C 3.2850 4.2040 0.6543
C 1.9845 4.0426 1.1120
C 1.3681 2.8034 1.0352
C 2.0615 1.7234 0.5115
C 3.3603 1.8903 0.0566
S -0.3293 2.6271 1.6022
O -1.1349 2.4308 0.4113
O -0.5908 3.8310 2.3696
N -0.3338 1.2745 2.3745
C 0.3622 0.9615 3.4900
C 1.0584 1.8833 4.3038
C 1.8155 1.3984 5.3479
C 1.8611 0.0299 5.5904
C 1.1002 -0.7908 4.7711
N 0.3455 -0.3649 3.7636
H 5.9474 4.0289 0.1804
H 5.3603 3.6830 -1.4450
H 5.9276 2.3656 -0.4247
H 3.7565 5.1788 0.7204
H 1.4392 4.8763 1.5337
H 1.6026 0.7437 0.4432
H 3.8861 1.0368 -0.3569
H 0.9900 2.9384 4.0806
H 2.3746 2.0876 5.9715
H 2.4566 -0.3933 6.3881
H 1.0878 -1.8636 4.9465
C -1.7549 0.3813 -2.3884
N -2.1829 1.0945 -3.6042
C -1.7346 0.3094 -4.7595
N -0.2861 0.1163 -4.7848
C 0.0946 -0.5797 -3.5432
N -0.3068 0.1847 -2.3488
C 0.3475 1.4925 -2.4142
N -0.0246 2.2405 -3.6305
C -1.4838 2.3837 -3.6277
C 0.3478 1.4310 -4.7913
H -2.2367 -0.6009 -2.3711
H -2.0592 0.9668 -1.5167
H -2.0389 0.8279 -5.6748
H -2.2158 -0.6700 -4.7262
H 1.1787 -0.7123 -3.5246
H -0.3744 -1.5628 -3.5147
H 1.4296 1.3443 -2.4134
H 0.0596 2.0859 -1.5481
H -1.7851 2.9292 -4.5278
H -1.7763 2.9566 -2.7451
H 1.4325 1.2980 -4.7949
H 0.0558 1.9637 -5.7028

B.
87
Properties=species:S:1:pos:R:3 method="wB97M-V/def2-TZVPD" e_homo_ev=-2.95 charge=-2 gap_ev=6.52
Cs -1.6951 0.2888 0.0699
C 3.7001 2.9678 0.4298
C 2.5510 3.1444 1.3867
C 2.6694 2.7488 2.7180
C 1.6076 2.8750 3.6009
C 1.7377 2.4360 5.0376
C 0.4109 3.4171 3.1380
C 0.2693 3.8310 1.8200
C -1.0314 4.3766 1.3031
C 1.3516 3.6875 0.9543
H 4.1698 1.9927 0.5682
H 4.4617 3.7351 0.5944
H 3.3483 3.0397 -0.5984
H 3.5981 2.3021 3.0619
H 2.5947 1.7750 5.1685
H 0.8407 1.9065 5.3630
H 1.8708 3.3000 5.6940
H -0.4334 3.4922 3.8171
H -0.9539 5.4466 1.0940
H -1.8410 4.2228 2.0170
H -1.2930 3.8885 0.3675
H 1.2228 3.9456 -0.0914
O 1.5438 -6.1723 -2.9761
C 0.3940 -5.9696 -2.5280
O -0.5678 -6.7538 -2.4177
C 0.1637 -4.5424 -1.9579
C 1.0420 -3.5139 -2.2907
C 0.8161 -2.2445 -1.7921
N -0.1958 -1.9358 -0.9769
C -1.0451 -2.9190 -0.6565
C -0.9055 -4.2191 -1.1345
C -2.2234 -2.5479 0.2440
O -3.3366 -2.9935 -0.0654
O -1.9603 -1.7779 1.2137
H 1.8846 -3.7363 -2.9313
H 1.4805 -1.4199 -2.0406
H -1.6351 -4.9725 -0.8703
C -4.4082 -0.6406 -6.5290
C -3.8400 0.2150 -5.4275
C -3.9703 1.6008 -5.4650
C -3.4947 2.3900 -4.4267
C -2.8750 1.7888 -3.3477
C -2.7115 0.4133 -3.3081
C -3.1996 -0.3711 -4.3381
S -2.2675 2.7324 -1.9411
O -2.9970 2.2067 -0.7973
O -2.4997 4.1362 -2.2249
N -0.7634 2.3389 -1.6971
C 0.2188 2.5182 -2.6254
C 0.0186 3.0400 -3.9319
C 1.0877 3.1764 -4.7853
C 2.3605 2.8010 -4.3622
C 2.4709 2.3027 -3.0770
N 1.4581 2.1594 -2.2314
H -4.5057 -0.0751 -7.4564
H -5.3983 -1.0033 -6.2440
H -3.7773 -1.5091 -6.7179
H -4.4462 2.0711 -6.3187
H -3.5958 3.4686 -4.4440
H -2.1947 -0.0293 -2.4695
H -3.0756 -1.4468 -4.2928
H -0.9680 3.3460 -4.2384
H 0.9306 3.5681 -5.7842
H 3.2256 2.8999 -5.0045
H 3.4381 1.9825 -2.6947
C -0.3506 -1.6587 3.9204
N -0.3241 -2.8158 4.8316
C 0.7943 -2.6524 5.7534
N 2.0883 -2.5251 5.0704
C 1.9943 -1.3699 4.1594
N 0.9130 -1.5050 3.1977
C 1.1249 -2.7253 2.4115
N 1.1912 -3.9135 3.2774
C -0.0712 -4.0090 4.0123
C 2.2695 -3.7251 4.2379
H -0.5410 -0.7547 4.5078
H -1.1439 -1.7960 3.1874
H 0.8376 -3.5190 6.4209
H 0.6305 -1.7536 6.3557
H 2.9432 -1.2734 3.6247
H 1.8337 -0.4687 4.7585
H 2.0607 -2.6413 1.8541
H 0.2998 -2.8322 1.7080
H -0.0342 -4.8847 4.6677
H -0.8877 -4.1259 3.2983
H 3.2153 -3.6339 3.6973
H 2.3248 -4.5987 4.8948

Quick one: most stable of them? A

A.
22
Properties=species:S:1:pos:R:3 method="wB97M-V/def2-TZVPD" e_homo_ev=-8.70 charge=0 gap_ev=9.21 smiles="C=C(C)B(O)O.C=CC=C=O"
C 0.2279 -2.3902 -0.7341
C 0.3236 -1.2395 -1.3584
C 1.5150 -0.3634 -1.0840
B -0.6535 -0.7818 -2.4690
O -1.6200 -1.6615 -3.0102
O -0.8263 0.5541 -2.8651
H 0.8951 -2.5842 0.0387
H -0.7517 -3.0040 -0.9066
H 1.1683 0.4357 -0.3167
H 1.8356 0.1783 -2.0337
H 2.3172 -0.9157 -0.7233
H -2.2120 -1.1927 -3.5780
H -0.2429 1.3444 -2.5092
C 0.7601 1.9067 3.2057
C -0.1666 0.9226 3.1154
C -1.0240 0.5660 1.9244
C -1.0554 1.4830 1.0009
O -1.0563 2.4516 0.3921
H 1.5466 1.9694 4.0139
H 1.0140 2.3183 2.1905
H -0.5597 0.4476 4.0068
H -1.4350 -0.4448 1.7000

B.
22
Properties=species:S:1:pos:R:3 method="wB97M-V/def2-TZVPD" e_homo_ev=-9.06 charge=0 gap_ev=9.39 smiles="CC1=C(B(O)O)C(=O)C[C@H]1C"
C 0.0602 0.9945 1.5256
C 0.3024 -0.2216 0.6219
C -0.5649 -1.2215 0.5067
B -2.0066 -1.5738 1.1922
O -3.0855 -1.0518 0.4749
O -2.0696 -2.4341 2.2102
C -0.1562 -2.0651 -0.6377
O -0.6809 -3.1261 -0.9324
C 0.9965 -1.3402 -1.3089
C 1.1920 -0.0406 -0.6088
C 0.5812 1.0623 -1.4774
H 0.9318 1.0926 2.0871
H -0.6276 0.6794 2.3911
H -0.3331 1.7730 0.8635
H -3.9517 -1.4349 0.6974
H -2.8818 -2.7419 2.5507
H 1.7860 -2.0878 -1.2124
H 0.6304 -1.3459 -2.3448
H 2.1977 0.2345 -0.2043
H -0.5447 0.9443 -1.5016
H 0.8649 0.9553 -2.4387
H 0.9373 2.0445 -1.1140

Quick one: most stable of them? B

A.
30
Properties=species:S:1:pos:R:3 method="wB97M-V/def2-TZVPD" e_homo_ev=-10.02 charge=0 gap_ev=10.30 smiles=OCCO.OCCO.OCCO
O 1.0001 -1.9802 1.1403
C 0.7298 -2.7785 -0.0399
C 0.9523 -4.2276 0.2581
O 2.2429 -4.4969 0.7904
H 1.7677 -1.4243 0.9717
H -0.3556 -2.7097 -0.1992
H 1.2620 -2.3580 -0.8901
H 0.7277 -4.8275 -0.6362
H 0.1823 -4.6742 0.9069
H 2.4216 -3.7250 1.3435
O -0.4577 3.0460 2.2740
C -1.5830 2.2072 2.4791
C -1.2248 0.7246 2.3916
O -1.0364 0.4282 1.0109
H -0.1849 2.9687 1.3522
H -1.9484 2.3844 3.4914
H -2.3270 2.4451 1.7152
H -2.0235 0.1300 2.8479
H -0.2852 0.5783 2.9356
H -0.7804 -0.4960 0.8983
O -0.5935 2.3898 -1.2373
C -0.6866 2.0130 -2.5977
C 0.6635 1.5081 -3.1062
O 1.6289 2.5361 -2.9150
H -0.8955 1.6453 -0.7008
H -1.4900 1.2936 -2.7949
H -0.9551 2.9087 -3.1686
H 0.6788 1.1390 -4.1255
H 0.9075 0.6712 -2.4329
H 1.6626 2.6806 -1.9631

B.
30
Properties=species:S:1:pos:R:3 method="wB97M-V/def2-TZVPD" e_homo_ev=-9.95 charge=0 gap_ev=10.43 smiles=OCCO.OCCO.OCCO
O 0.6335 -2.1333 -0.9157
C 0.3101 -0.8815 -0.2891
C 0.1286 0.2363 -1.3670
O 0.9932 0.1068 -2.4876
H 1.1600 -2.0658 -1.7156
H -0.4540 -1.1299 0.4475
H 1.1045 -0.6298 0.4136
H 0.2300 1.2025 -0.8728
H -0.8783 0.1446 -1.7741
H 0.6322 0.6173 -3.2161
O 1.1014 -4.3005 3.6788
C 0.1083 -5.0123 2.9384
C 0.0098 -4.3749 1.5958
O 1.2796 -4.2720 0.8923
H 1.8164 -4.2185 3.0436
H 0.2780 -6.0779 2.7842
H -0.8940 -4.9449 3.3615
H -0.3907 -3.4251 1.9503
H -0.7628 -4.9106 1.0443
H 1.1697 -3.6549 0.1652
O 0.6130 4.0742 -0.2475
C 0.1480 5.1073 -1.0826
C -1.4355 4.9943 -1.4731
O -2.2031 5.3872 -0.3938
H 0.5636 4.1484 0.7083
H 0.2945 6.1105 -0.6823
H 0.8732 5.0408 -1.8935
H -1.7766 3.9957 -1.7461
H -1.5031 5.6059 -2.3728
H -3.1494 5.2603 -0.4940

Quick one: most stable of them? A